Molecular formula: Cl2H4Si3
Method: DFT, the ωB97M-V functional and the def2-TZVPD basis

Positions of all 9 atoms, in Å:
Cl: 2.432 -1.684 -0.151
Cl: -4.442 -0.077 0.442
Si: 1.169 0.845 -1.041
Si: -2.602 0.127 -0.489
Si: 2.467 0.269 0.727
H: 2.125 -0.011 2.135
H: -2.281 -1.176 -1.044
H: 3.921 0.506 0.877
H: -2.789 1.199 -1.456

For the energy above the lowest of the compared OMol25 structures with the same formula, charge and spin, the calculation gives 272.2 kJ/mol. The calculation puts the maximum force at 0.035 hartree/bohr. As for the LUMO energy (alpha / beta): -1.6 / -1.4 eV. The HOMO-LUMO gap (alpha / beta) comes out at 6.256 / 6.823 eV.

=====

Molecular formula: C4H8N2O4
Method: DFT, the ωB97M-V functional and the def2-TZVPD basis

Positions of all 18 atoms, in Å:
O: -2.828 1.574 0.797
O: -0.354 -2.012 0.600
O: -4.256 -0.166 0.969
O: -1.714 -1.697 -1.148
N: -0.596 -1.362 -0.566
N: 1.290 0.058 -0.260
C: -3.565 0.733 0.865
C: 1.151 0.236 1.183
C: 1.978 1.105 -1.035
C: 0.149 -0.422 -0.960
H: -0.135 -0.027 -1.923
H: 0.483 -0.497 1.595
H: -0.756 -2.914 0.570
H: 2.941 0.649 -1.246
H: 2.091 2.010 -0.317
H: 1.443 1.258 -1.926
H: 0.520 1.101 1.210
H: 2.158 0.373 1.592

For the energy above the lowest of the compared OMol25 structures with the same formula, charge and spin, the calculation gives 481.3 kJ/mol. The calculation puts the maximum force at 0.096 hartree/bohr. As for the LUMO energy: 0.6 eV. The HOMO-LUMO gap comes out at 8.341 eV.

=====

Molecular formula: CH3NO3S
Method: DFT, the ωB97M-V functional and the def2-TZVPD basis

Positions of all 9 atoms, in Å:
S: 0.477 1.113 -1.535
O: 1.405 0.697 1.029
O: 0.029 0.802 1.067
O: 0.355 -1.069 -0.280
N: 1.029 -0.316 -1.126
C: -0.390 -0.464 0.776
H: -0.479 -1.174 1.554
H: -1.385 -0.357 0.278
H: 1.465 1.275 -2.519

For the energy above the lowest of the compared OMol25 structures with the same formula, charge and spin, the calculation gives 809.3 kJ/mol. The calculation puts the maximum force at 0.078 hartree/bohr. As for the LUMO energy (alpha / beta): -0.3 / -1.5 eV. The HOMO-LUMO gap (alpha / beta) comes out at 9.838 / 6.445 eV.

=====

Molecular formula: C29H48BeBrNOP2
Method: DFT, the ωB97M-V functional and the def2-TZVPD basis

Positions of all 83 atoms, in Å:
Br: -1.597 -1.563 2.533
P: -2.114 -2.948 -1.588
P: 2.631 -0.868 0.957
O: -0.102 1.977 2.525
N: -0.749 6.784 -4.768
C: -1.861 1.867 4.299
C: 2.358 -2.359 2.026
C: -3.404 -3.130 -0.287
C: -0.908 5.499 -5.056
C: -2.957 1.313 -0.147
C: -0.594 -3.186 -0.632
C: -1.701 -0.343 1.126
C: -0.460 7.097 -3.509
C: -0.030 -4.597 -0.880
C: -2.374 -1.390 -2.446
C: -0.597 -0.109 0.277
C: -2.894 0.364 0.870
C: 3.073 -1.540 -0.696
C: -0.738 3.810 -1.780
C: 3.573 -0.451 -1.653
C: 3.030 -3.675 1.645
C: -1.816 1.625 -0.915
C: -0.611 4.813 -2.777
C: 0.983 1.331 3.173
C: -2.979 -1.634 -3.830
C: 1.720 2.100 4.264
C: -1.038 2.701 3.347
C: -0.342 6.161 -2.474
C: -4.642 -3.904 -0.760
C: -0.775 0.645 -0.914
C: -1.524 2.803 -1.616
C: -0.804 4.464 -4.125
C: 5.451 -1.095 1.498
C: 4.237 -0.175 1.554
Be: 0.146 2.360 -1.685
H: -4.355 -4.857 -1.213
H: -1.147 5.250 -6.077
H: -0.391 -5.326 -0.139
H: -0.896 3.429 -4.448
H: 2.892 0.411 -1.675
H: 3.829 -2.331 -0.574
H: -3.751 0.182 1.525
H: 4.420 0.724 0.945
H: 0.362 -0.578 0.553
H: 5.390 -1.906 2.231
H: 4.569 -0.091 -1.360
H: -0.343 -4.943 -1.876
H: -1.678 3.170 2.585
H: -3.871 -2.256 -3.744
H: -2.263 -2.151 -4.475
H: -0.300 8.142 -3.269
H: -0.344 0.296 -1.914
H: 1.627 1.067 2.315
H: -5.239 -3.345 -1.486
H: 1.070 2.748 4.869
H: -5.289 -4.133 0.093
H: 6.348 -0.508 1.733
H: -0.509 3.498 3.907
H: 2.971 -4.367 2.497
H: -0.031 6.439 -1.471
H: -0.805 -3.021 0.433
H: -3.255 -0.695 -4.313
H: -1.496 1.965 5.319
H: -3.870 1.892 -0.326
H: 2.152 1.354 4.941
H: 4.091 -3.555 1.399
H: -3.646 -2.147 0.136
H: 0.110 -2.411 -0.953
H: -1.895 0.813 4.047
H: 4.072 0.169 2.589
H: 1.069 -4.598 -0.844
H: -2.898 -3.682 0.515
H: 2.659 -2.047 3.039
H: 2.173 -2.022 -1.111
H: 5.601 -1.536 0.505
H: 2.523 2.708 3.823
H: 3.641 -0.844 -2.676
H: 2.533 -4.164 0.798
H: -1.410 -0.893 -2.535
H: 0.596 0.383 3.585
H: 1.261 -2.481 2.052
H: -2.999 -0.765 -1.802
H: -2.872 2.267 4.291

As for the net charge: +2. The calculation puts the maximum force at 0.057 hartree/bohr. As for the LUMO energy (alpha / beta): -9.6 / -9.7 eV. The HOMO-LUMO gap (alpha / beta) comes out at 3.078 / 3.053 eV.

=====

Molecular formula: C69H146O42
Method: DFT, the ωB97M-V functional and the def2-TZVPD basis

Positions of all 257 atoms, in Å:
O: -8.002 -27.893 14.352
O: -2.013 -27.467 19.808
O: -4.275 -22.803 30.543
O: -2.680 -24.525 16.423
O: -2.982 -27.623 22.594
O: -4.641 -24.923 17.326
O: 1.878 -23.904 21.967
O: -6.652 -27.643 20.237
O: -5.993 -27.131 25.927
O: -7.137 -26.635 24.055
O: 0.878 -22.412 27.113
O: -1.717 -30.880 23.945
O: -9.844 -29.778 15.149
O: 1.445 -30.315 20.713
O: 1.469 -28.730 18.326
O: -4.890 -27.623 14.227
O: -2.606 -25.246 30.467
O: -0.536 -25.030 28.080
O: 1.023 -25.941 21.889
O: -5.315 -22.328 26.705
O: -4.976 -31.310 28.507
O: 1.146 -25.911 17.993
O: -3.954 -22.261 19.027
O: -1.954 -30.944 28.507
O: -3.215 -24.966 23.289
O: 3.774 -19.041 25.097
O: -5.512 -30.250 19.785
O: -5.031 -17.187 29.177
O: -0.431 -29.389 26.139
O: -8.152 -26.847 26.061
O: -3.480 -32.547 18.902
O: 1.455 -21.131 24.422
O: -2.043 -21.800 17.932
O: -6.592 -30.985 26.223
O: -1.114 -21.133 22.803
O: -4.721 -19.820 27.732
O: -0.619 -23.403 25.805
O: 1.994 -28.408 25.341
O: -2.115 -23.524 19.292
O: 1.336 -24.452 26.248
O: 3.040 -25.609 21.089
O: -4.345 -23.273 15.755
C: 1.470 -24.540 18.021
C: -1.818 -21.526 21.668
C: -3.534 -31.736 17.703
C: -7.196 -31.369 27.458
C: -5.953 -23.621 26.619
C: -6.880 -30.018 19.809
C: -5.784 -26.669 23.619
C: -4.370 -23.300 19.884
C: -6.205 -21.224 26.565
C: 0.357 -25.310 29.106
C: 0.699 -30.580 19.528
C: -2.090 -23.707 15.418
C: -7.364 -31.491 25.116
C: -6.337 -30.825 28.576
C: 4.335 -18.148 26.007
C: -2.664 -24.644 29.182
C: 2.012 -25.090 21.760
C: 1.217 -27.083 21.024
C: -2.093 -30.701 25.292
C: 2.204 -26.609 17.393
C: -5.061 -27.370 24.745
C: -3.758 -23.556 31.654
C: -3.968 -24.286 16.544
C: -2.672 -22.498 18.669
C: -3.744 -25.035 31.302
C: -3.307 -23.786 24.044
C: -5.738 -15.959 29.204
C: -1.096 -22.099 25.968
C: -6.573 -26.358 19.669
C: -3.164 -24.167 20.129
C: -7.090 -26.916 14.894
C: 2.874 -21.302 24.673
C: 1.143 -20.300 23.299
C: -1.911 -27.196 18.395
C: -2.019 -25.675 23.665
C: -3.100 -28.682 21.600
C: -4.475 -21.439 30.695
C: 1.216 -30.134 18.264
C: -10.631 -30.870 15.530
C: -7.594 -29.224 14.390
C: -3.149 -28.152 20.181
C: -3.921 -27.417 13.277
C: 0.635 -23.507 26.334
C: -0.379 -31.348 23.623
C: -0.273 -21.569 27.097
C: -4.197 -30.815 29.526
C: -5.306 -20.001 26.501
C: -1.862 -26.846 22.695
C: 3.527 -20.306 25.651
C: -3.656 -31.757 20.047
C: -4.492 -17.407 27.834
C: -7.145 -28.566 19.331
C: -8.822 -30.051 14.242
C: -5.050 -31.357 20.485
C: -1.856 -25.452 28.233
C: -3.828 -18.769 27.764
C: 1.480 -28.211 26.651
C: 2.009 -27.222 24.616
C: -5.938 -26.714 13.923
C: -1.800 -29.327 25.850
C: -0.639 -31.515 28.692
C: 2.737 -27.013 20.879
C: 2.806 -30.654 20.697
C: -7.177 -26.893 25.402
C: -0.039 -28.090 26.616
C: 0.237 -20.903 22.354
C: -3.249 -22.762 15.032
C: 1.853 -28.088 17.150
C: -2.804 -31.421 29.559
H: -5.276 -17.351 27.084
H: -8.238 -30.878 27.584
H: -3.529 -32.454 16.885
H: 2.456 -27.407 23.647
H: -0.094 -25.220 30.095
H: -2.672 -26.497 18.146
H: -9.126 -29.940 13.169
H: -3.708 -24.656 28.786
H: -2.293 -23.624 29.126
H: 1.714 -29.139 27.156
H: -4.491 -31.198 17.508
H: -4.080 -27.041 24.967
H: -11.223 -31.220 14.705
H: -11.306 -30.439 16.276
H: 1.252 -24.773 28.992
H: -3.255 -25.160 19.692
H: -2.465 -23.131 23.950
H: -0.437 -32.012 22.731
H: 2.343 -24.316 18.660
H: -5.680 -26.220 19.036
H: 4.466 -20.748 26.066
H: 0.618 -21.888 22.094
H: -6.881 -29.469 13.562
H: -3.418 -23.901 25.120
H: -7.442 -26.153 19.039
H: -8.207 -28.500 19.193
H: -7.289 -30.172 20.834
H: 2.164 -30.620 17.964
H: -2.962 -30.873 20.089
H: -6.282 -29.724 28.531
H: 3.022 -20.172 26.592
H: -0.364 -28.048 27.646
H: -8.067 -30.728 24.811
H: 3.090 -26.535 18.024
H: -5.081 -15.036 29.204
H: -2.306 -29.367 21.796
H: 0.330 -20.246 21.465
H: -3.006 -21.746 15.276
H: 1.036 -28.195 16.405
H: -7.351 -30.793 19.130
H: -1.705 -20.834 20.851
H: -7.363 -32.446 27.537
H: 3.040 -22.329 25.064
H: -5.978 -19.196 26.198
H: -1.167 -24.985 23.520
H: 0.052 -31.802 24.539
H: -5.061 -21.321 31.600
H: 2.004 -27.403 27.202
H: -4.992 -28.469 24.668
H: 0.806 -27.987 21.501
H: -4.240 -23.328 23.733
H: 0.156 -30.457 23.299
H: -0.887 -21.671 25.029
H: 4.708 -17.255 25.448
H: -7.052 -29.496 15.307
H: -8.553 -31.127 14.365
H: 2.468 -26.172 16.440
H: -3.469 -22.791 13.989
H: -3.105 -18.914 28.619
H: -2.724 -24.055 21.107
H: 0.830 -19.282 23.549
H: -3.527 -20.869 30.806
H: 3.384 -21.267 23.700
H: -5.214 -31.225 21.602
H: -2.855 -21.700 21.869
H: 2.992 -31.723 20.594
H: -3.982 -27.480 20.120
H: -4.310 -27.761 12.288
H: -7.551 -25.970 15.015
H: -7.012 -23.571 26.406
H: -4.786 -22.976 20.855
H: -1.651 -31.357 26.040
H: -3.087 -28.062 13.463
H: -6.751 -31.106 29.583
H: -3.181 -30.888 25.372
H: -2.260 -25.399 27.206
H: -2.419 -29.151 26.720
H: -0.350 -27.145 26.081
H: -2.127 -22.191 26.260
H: -3.621 -25.715 32.078
H: -5.356 -25.676 23.523
H: 2.718 -28.549 16.659
H: -5.192 -23.826 19.369
H: 2.050 -20.190 22.689
H: -10.021 -31.654 15.977
H: -1.816 -24.289 14.567
H: -6.264 -15.928 30.189
H: 0.673 -26.763 20.139
H: -6.485 -25.544 20.391
H: -4.021 -29.172 21.807
H: 5.174 -18.601 26.585
H: 3.621 -17.784 26.792
H: -6.714 -31.760 24.207
H: 0.578 -26.374 29.082
H: -6.976 -21.159 27.382
H: -4.697 -31.052 30.494
H: -0.318 -31.360 29.688
H: -4.703 -25.178 30.801
H: -0.751 -32.616 28.634
H: -1.880 -28.074 17.802
H: 0.503 -31.648 19.511
H: -2.524 -31.233 30.578
H: -1.442 -22.444 21.232
H: -5.742 -32.212 20.319
H: -2.202 -25.990 24.713
H: -3.175 -18.774 26.880
H: -4.968 -21.159 29.827
H: -4.340 -23.386 32.595
H: -3.278 -28.951 19.449
H: 2.641 -26.487 25.207
H: -6.798 -28.484 18.336
H: -0.177 -30.015 19.730
H: 3.051 -27.210 19.856
H: -2.943 -32.529 29.508
H: 0.444 -30.253 17.423
H: -7.899 -32.381 25.306
H: -5.684 -27.203 22.687
H: -2.730 -23.280 31.904
H: -5.587 -25.673 14.092
H: -1.934 -26.549 28.476
H: 3.321 -30.183 19.837
H: -4.651 -20.134 25.634
H: -6.842 -21.328 25.648
H: -0.804 -21.765 28.018
H: -2.663 -31.022 17.614
H: -3.721 -16.597 27.729
H: -5.602 -24.080 25.726
H: -4.106 -29.769 29.508
H: 3.253 -27.583 21.604
H: -0.044 -31.083 27.905
H: -0.026 -20.460 26.963
H: -3.531 -26.372 13.236
H: 3.231 -30.205 21.583
H: -1.311 -26.518 21.744
H: -1.088 -27.499 23.194
H: -6.664 -27.195 15.894
H: -6.167 -26.792 12.817
H: -0.979 -26.661 18.359
H: 0.584 -24.029 18.457
H: 1.688 -24.199 17.032
H: 1.012 -26.881 24.554
H: -1.902 -28.590 25.057
H: -6.484 -15.882 28.473
H: -1.268 -23.212 15.899
H: -5.733 -24.163 27.507
H: -3.264 -32.348 20.855

The calculation puts the maximum force at 0.078 hartree/bohr. As for the LUMO energy: 0.2 eV. The HOMO-LUMO gap comes out at 9.082 eV.

=====

Molecular formula: C2H2BrF3O
Method: DFT, the ωB97M-V functional and the def2-TZVPD basis

Positions of all 9 atoms, in Å:
Br: -1.871 1.380 0.174
F: 1.191 -1.320 -0.018
F: -0.528 -1.228 1.294
F: -0.855 -1.642 -0.690
O: 0.467 1.233 -1.182
C: -0.193 0.615 -0.198
C: -0.091 -0.847 0.106
H: 0.486 0.806 1.783
H: 1.393 1.003 -1.268

For the energy above the lowest of the compared OMol25 structures with the same formula, charge and spin, the calculation gives 367.2 kJ/mol. The calculation puts the maximum force at 0.056 hartree/bohr. As for the LUMO energy (alpha / beta): -0.6 / -0.7 eV. The HOMO-LUMO gap (alpha / beta) comes out at 9.310 / 8.351 eV.